{
  "formula": "C42H30Br2F4N2PPdSi",
  "method": "ωB97M-V/def2-TZVPD",
  "charge": 3,
  "orbital_gap_ev": [4.5, 4.5],
  "homo_energy_ev": [-16.12, -16.12],
  "multiplicity": 1,
  "total_energy_ha": -8033.19282,
  "lumo_energy_ev": [-11.64, -11.58],
  "species": ["Pd", "F", "C", "C", "F", "C", "F", "C", "P", "C", "C", "C", "C", "C", "C", "C", "C", "C", "C", "C", "C", "C", "Br", "C", "F", "H", "H", "H", "H", "H", "H", "H", "H", "H", "H", "C", "C", "C", "C", "C", "C", "Si", "C", "C", "C", "C", "C", "C", "H", "H", "H", "H", "H", "H", "H", "H", "H", "H", "H", "N", "C", "C", "C", "C", "C", "C", "C", "H", "H", "H", "H", "H", "Br", "C", "C", "C", "C", "C", "N", "H", "H", "H", "H"],
  "xyz": [[0.0278, -0.6970, 0.6991], [-6.8220, 0.2694, -1.0988], [-5.7205, 0.2505, -0.4026], [-5.7621, 0.2875, 0.9859], [-6.9090, 0.3391, 1.6133], [-4.5780, 0.2651, 1.7117], [-4.6476, 0.3168, 3.0346], [-3.3351, 0.1982, 1.0850], [-1.7962, 0.2070, 2.0803], [-1.5837, 1.9065, 2.6299], [-2.2591, 2.4126, 3.7437], [-2.0709, 3.7409, 4.0859], [-1.2083, 4.5484, 3.3539], [-0.5445, 4.0425, 2.2426], [-0.7292, 2.7214, 1.8787], [-2.1229, -0.8926, 3.4443], [-2.7220, -2.1290, 3.1585], [-2.9421, -3.0352, 4.1752], [-2.5438, -2.7269, 5.4748], [-1.9217, -1.5130, 5.7546], [-1.6800, -0.6060, 4.7404], [-3.3255, 0.1773, -0.3029], [-1.6888, 0.1813, -1.2487], [-4.4881, 0.1962, -1.0473], [-4.4287, 0.1624, -2.3651], [-2.9391, 1.7987, 4.3173], [-2.6125, 4.1472, 4.9294], [-1.0585, 5.5780, 3.6496], [0.1159, 4.6764, 1.6669], [-0.2176, 2.3151, 1.0121], [-3.0289, -2.3597, 2.1438], [-3.4169, -3.9827, 3.9595], [-2.7032, -3.4422, 6.2707], [-1.6069, -1.2822, 6.7632], [-1.1654, 0.3211, 4.9569], [3.3576, -4.8452, 2.4892], [2.0937, -5.4207, 2.4814], [1.1129, -4.9370, 1.6239], [1.4051, -3.8569, 0.7975], [2.6814, -3.2941, 0.7831], [3.6551, -3.7862, 1.6411], [-0.0731, -3.0516, -0.1033], [0.1453, -3.6982, -1.8693], [1.2242, -3.3518, -2.6851], [1.2775, -3.8208, -3.9871], [0.2793, -4.6675, -4.4594], [-0.7908, -5.0198, -3.6470], [-0.8611, -4.5427, -2.3464], [4.1219, -5.2423, 3.1444], [1.8651, -6.2577, 3.1278], [0.1370, -5.4101, 1.6127], [2.9197, -2.4670, 0.1219], [4.6470, -3.3525, 1.6338], [-1.3315, -3.6927, 0.3890], [2.0353, -2.7387, -2.3108], [2.1099, -3.5469, -4.6219], [0.3544, -5.0826, -5.4560], [-1.5743, -5.6675, -4.0165], [-1.6985, -4.8351, -1.7235], [1.4523, -0.1916, -0.9851], [2.0866, -0.2249, -1.9516], [2.8772, -0.2892, -3.1172], [4.2720, -0.1904, -3.0046], [5.0497, -0.3264, -4.1369], [4.4488, -0.5551, -5.3709], [3.0648, -0.6408, -5.4818], [2.2682, -0.5072, -4.3623], [4.7230, -0.0066, -2.0383], [6.1254, -0.2554, -4.0563], [5.0654, -0.6638, -6.2530], [2.6027, -0.8105, -6.4446], [1.1899, -0.5634, -4.4298], [1.0174, -1.8776, 3.3468], [2.2189, -0.4928, 2.8776], [3.3794, -0.2691, 3.5887], [4.1879, 0.7779, 3.1691], [3.7918, 1.5477, 2.0828], [2.6043, 1.2465, 1.4434], [1.8286, 0.2278, 1.8327], [3.6294, -0.8838, 4.4411], [5.1083, 0.9933, 3.6952], [4.3905, 2.3775, 1.7352], [2.2510, 1.8301, 0.6043]],
  "forces_ev_per_angstrom": [[-0.62, 2.31, -0.52], [-0.11, -0.01, -0.06], [0.08, 0.02, 0.16], [0.07, 0.03, -0.09], [-0.10, 0.01, 0.03], [0.29, -0.01, 0.11], [-0.16, 0.03, 0.00], [0.39, -0.27, -0.20], [-0.66, -0.42, 0.70], [0.83, -0.35, -0.49], [-0.10, -0.10, -0.02], [-0.07, 0.03, 0.01], [-0.03, -0.04, -0.01], [0.04, 0.01, -0.02], [-0.06, -0.03, 0.02], [0.28, 0.00, -0.33], [-0.08, 0.15, -0.08], [0.06, -0.07, -0.03], [0.05, 0.07, -0.02], [0.03, -0.05, 0.03], [-0.09, 0.14, -0.01], [-0.23, -0.02, 0.00], [0.65, -0.61, 0.72], [0.30, 0.00, -0.02], [-0.10, 0.03, -0.06], [0.00, -0.01, 0.01], [0.04, 0.01, 0.02], [-0.02, 0.01, -0.02], [-0.01, 0.02, 0.00], [0.02, 0.07, 0.00], [-0.05, -0.05, 0.04], [-0.02, 0.00, 0.03], [-0.05, 0.01, 0.01], [-0.02, -0.02, 0.01], [0.01, -0.02, 0.01], [0.06, -0.02, 0.07], [-0.06, -0.20, -0.29], [-0.04, 0.04, 0.40], [-0.69, 1.58, -0.08], [0.14, -0.05, 0.22], [0.05, -0.05, -0.30], [1.34, -3.69, -1.18], [-0.65, 1.49, 0.92], [0.04, 0.00, -0.34], [0.20, -0.13, 0.26], [-0.03, -0.07, -0.02], [0.07, -0.25, 0.16], [-0.26, 0.26, -0.36], [-0.02, 0.06, 0.06], [0.07, -0.03, -0.02], [-0.05, 0.10, 0.09], [-0.03, 0.04, 0.06], [0.02, -0.06, 0.01], [-0.08, 0.79, 0.18], [-0.09, -0.02, 0.00], [0.01, -0.08, -0.01], [-0.09, 0.13, -0.06], [0.08, -0.07, -0.03], [-0.05, 0.13, -0.01], [-0.13, -0.70, -0.13], [-0.21, 0.04, 0.35], [0.33, 0.03, -0.39], [-0.10, 0.00, 0.07], [0.04, 0.01, 0.03], [0.00, 0.00, 0.07], [-0.10, 0.01, -0.05], [-0.01, 0.10, 0.18], [0.04, -0.03, -0.01], [0.00, 0.01, -0.04], [0.00, 0.01, -0.01], [0.04, 0.02, -0.02], [0.01, -0.05, -0.06], [0.36, 0.14, 0.07], [-0.26, -0.19, 0.16], [0.02, 0.00, 0.03], [-0.09, -0.03, 0.00], [-0.04, 0.02, -0.02], [0.04, 0.15, -0.01], [-0.48, -0.25, 0.24], [0.04, -0.01, -0.02], [0.01, 0.01, -0.01], [0.00, 0.00, 0.00], [0.03, -0.04, -0.05]],
  "lowdin_charge": [0.432, 0.215, -0.108, -0.112, 0.202, -0.187, 0.138, -0.284, 1.115, -0.338, -0.065, -0.023, -0.015, -0.039, -0.102, -0.432, -0.097, -0.028, -0.003, -0.033, -0.124, -0.539, 1.013, -0.237, 0.132, 0.112, 0.130, 0.130, 0.123, 0.075, 0.108, 0.126, 0.131, 0.129, 0.114, -0.044, -0.051, -0.121, -0.386, -0.149, -0.069, 0.813, -0.319, -0.104, -0.051, -0.024, -0.041, -0.096, 0.124, 0.123, 0.109, 0.089, 0.118, 0.015, 0.082, 0.113, 0.126, 0.123, 0.100, 0.107, -0.118, -0.233, -0.004, -0.030, -0.010, -0.037, -0.024, 0.123, 0.125, 0.129, 0.126, 0.127, 0.998, -0.670, -0.055, 0.002, -0.011, -0.127, -0.056, 0.126, 0.136, 0.128, 0.110]
}